Entry 1:
Entry from the OMol25 dataset: a gas-phase ion, C4H9O (charge -1) (wB97M-V/def2-TZVPD).

Geometry as ORCA input:
```
! wB97M-V def2-TZVPD RIJCOSX def2/J DEFGRID3
* xyz -1 1
C 1.14 1.40 0.40
C -0.03 0.46 0.79
C -0.84 -0.17 -0.35
C -0.33 -1.60 -0.80
O -0.61 -2.30 0.32
H 1.75 1.11 -0.47
H 0.57 2.26 0.05
H 1.82 1.56 1.25
H -0.73 1.04 1.42
H 0.33 -0.37 1.43
H -1.03 0.63 -1.16
H -1.84 -0.44 0.04
H -0.93 -1.92 -1.73
H 0.73 -1.65 -1.20
*
```

Computed properties:
HOMO-LUMO gap (eV): 6.40
Structure (SMILES): CCCC[O-]
LUMO energy (eV): 4.34


Entry 2:
Entry from the OMol25 dataset: a molecular structure, C22H18N3ReS2 (wB97M-V/def2-TZVPD).

Geometry as ORCA input:
```
! wB97M-V def2-TZVPD RIJCOSX def2/J DEFGRID3
* xyz 1 2
Re 0.65 0.13 0.04
C 2.63 2.22 3.33
C 2.40 1.49 2.16
N 1.17 1.22 1.72
C 0.08 1.67 2.43
C 0.24 2.37 3.64
C 1.55 2.65 4.06
C -0.91 2.74 4.37
C -2.14 2.37 3.90
C -2.29 1.68 2.68
C -1.20 1.34 1.91
N -1.17 0.67 0.68
C -2.28 0.24 -0.05
C -3.56 0.72 -0.06
C -4.55 0.12 -0.87
C -4.27 -0.95 -1.67
C -2.94 -1.44 -1.73
C -2.54 -2.51 -2.55
C -1.23 -2.89 -2.57
C -0.30 -2.19 -1.80
N -0.64 -1.19 -1.01
C -1.96 -0.82 -0.94
H 3.64 2.41 3.63
H 3.21 1.12 1.56
H 1.70 3.20 4.98
H -0.80 3.28 5.29
H -3.03 2.62 4.47
H -3.28 1.38 2.38
H -3.83 1.59 0.52
H -5.56 0.52 -0.84
H -5.04 -1.41 -2.28
H -3.28 -3.02 -3.16
H -0.89 -3.71 -3.19
H 0.75 -2.45 -1.84
C 3.21 -0.38 -3.79
C 2.70 -0.49 -2.38
S 1.65 0.78 -1.81
C 3.03 -1.45 -1.49
C 3.98 -2.58 -1.79
S 2.38 -1.36 0.11
H 2.82 0.51 -4.28
H 2.93 -1.25 -4.38
H 4.30 -0.31 -3.80
H 4.38 -2.51 -2.80
H 3.47 -3.55 -1.69
H 4.81 -2.58 -1.08
*
```

Computed properties:
HOMO-LUMO gap (spin up / spin down) (eV): 6.71 / 6.55
Expectation value of S²: 0.78
LUMO energy (spin up / spin down) (eV): -3.99 / -4.18


Entry 3:
Entry from the OMol25 dataset: a single C6H10O molecule (wB97M-V/def2-TZVPD).

Geometry as ORCA input:
```
! wB97M-V def2-TZVPD RIJCOSX def2/J DEFGRID3
* xyz 0 1
C -0.91 2.40 0.43
C -0.78 1.21 0.29
C -0.50 -0.23 0.12
C -1.46 -0.96 -0.82
O -0.47 -0.89 1.38
C 0.88 -0.38 -0.52
C 2.02 0.10 0.38
H -1.11 3.44 0.58
H -2.43 -1.16 -0.35
H -1.64 -0.40 -1.74
H -0.94 -1.88 -1.07
H -1.36 -0.84 1.76
H 0.95 -1.43 -0.83
H 0.85 0.20 -1.45
H 2.97 -0.30 0.00
H 1.88 -0.23 1.42
H 2.11 1.19 0.42
*
```

Computed properties:
HOMO-LUMO gap (eV): 11.04
Structure (SMILES): C#C[C@](C)(O)CC
LUMO energy (eV): 0.94


Entry 4:
Entry from the OMol25 dataset: 2 unconnected molecules or ions with the total composition C3H3N3O (wB97M-V/def2-TZVPD).

Geometry as ORCA input:
```
! wB97M-V def2-TZVPD RIJCOSX def2/J DEFGRID3
* xyz 0 1
N -1.20 -0.83 -1.69
C -0.41 -0.15 -1.06
C 0.51 0.66 -0.53
C 0.18 1.52 0.61
O -0.87 1.47 1.22
H -1.41 -1.76 -1.32
H 1.54 0.59 -0.88
H 0.99 2.21 0.93
N -0.09 -2.16 1.18
N 0.77 -1.56 1.54
*
```

Computed properties:
HOMO-LUMO gap (eV): 10.07
Structure (SMILES): N=C=CC=O.N#N
LUMO energy (eV): 0.39


What did we get for F_max? Answer: 1.65 0.58 0.59 1.69 eV/Å, in the order shown.
What did we get for energy relative to the best compared isomer or geometry (same formula, charge and spin)? Answer: 0.491 0.000 1.591 0.868 eV, in the order shown.